Computed, not measured: C30H41O6S2SbSi3Tl as an isolated structure, with ωB97M-V/def2-TZVPD.

Properties
- relative energy (zero: lowest compared OMol25 entry of this formula, charge and spin) (eV) = 0.000
- calculated total energy (eV) = -100596.8651
- E_LUMO (eV) = 2.17
- total charge = -1
- frontier orbital gap (eV) = 5.1

Each line ends with the Löwdin charge.
Positions of all 84 atoms, in Å:
Tl -1.85 -1.91 -0.66  0.92
O 2.04 -1.30 3.71  -0.35
S -1.02 -0.91 2.83  0.86
O -2.22 -1.18 3.57  -0.38
O -0.70 -1.89 1.80  -0.56
C 1.61 1.12 1.45  -0.39
C 2.58 1.61 2.33  -0.16
C 2.41 2.78 3.04  -0.08
C 1.24 3.52 2.89  -0.08
C 0.26 3.06 2.04  -0.06
C 0.44 1.87 1.33  -0.29
S -1.02 1.36 0.41  0.45
O -1.84 0.70 1.46  -0.44
O -1.60 2.57 -0.11  -0.27
O -0.59 0.38 -0.59  -0.49
H 3.50 1.05 2.47  0.06
H 3.19 3.12 3.71  0.10
H 1.10 4.44 3.43  0.10
H -0.66 3.60 1.90  0.12
C 5.18 -1.38 -1.25  -0.23
Si 4.26 0.14 -0.63  0.32
C 3.75 1.20 -2.10  -0.23
C 5.43 1.16 0.43  -0.22
Sb 2.05 -0.70 0.37  1.20
Si -0.06 -2.93 -2.17  0.37
C 0.86 -1.59 -3.11  -0.23
C 1.11 -4.14 -1.35  -0.23
C -1.10 -3.92 -3.39  -0.25
Si 2.91 -1.95 2.45  0.27
C 1.94 -1.93 4.97  -0.15
C 4.74 -1.83 2.86  -0.19
C 2.48 -3.76 2.26  -0.20
H 5.96 -1.09 -1.96  0.03
H 4.51 -2.07 -1.76  0.02
H 5.66 -1.92 -0.42  0.01
H 4.62 1.60 -2.61  0.03
H 3.13 2.04 -1.77  0.03
H 3.16 0.62 -2.81  0.01
H 6.29 1.46 -0.18  0.03
H 5.81 0.61 1.29  0.01
H 4.95 2.07 0.79  0.02
H 1.91 -1.56 -2.81  -0.01
H 0.43 -0.60 -2.91  0.02
H 0.82 -1.78 -4.18  0.03
H 1.82 -3.64 -0.69  -0.03
H 1.67 -4.69 -2.11  0.03
H 0.56 -4.87 -0.75  0.03
H -1.88 -3.31 -3.85  0.02
H -1.59 -4.77 -2.91  0.03
H -0.47 -4.31 -4.20  0.03
H 1.78 -1.16 5.73  0.09
H 2.84 -2.49 5.23  0.07
H 1.09 -2.61 5.00  0.09
H 5.06 -0.80 3.00  0.01
H 5.34 -2.27 2.06  0.02
H 4.96 -2.38 3.78  0.03
H 1.41 -3.88 2.09  0.03
H 2.75 -4.32 3.16  0.03
H 3.01 -4.21 1.42  0.03
C -3.90 -1.60 -0.38  -0.23
C -4.14 -0.39 -0.68  -0.30
C -4.46 0.88 -1.03  -0.20
C -4.17 1.26 -2.43  -0.18
C -3.71 2.54 -2.77  -0.05
C -3.36 2.85 -4.08  -0.10
C -3.46 1.90 -5.09  -0.13
C -3.91 0.63 -4.76  -0.11
C -4.26 0.31 -3.46  -0.05
C -5.00 1.82 -0.04  -0.17
C -5.73 2.95 -0.42  -0.05
C -6.28 3.81 0.52  -0.11
C -6.13 3.56 1.88  -0.13
C -5.42 2.42 2.27  -0.10
C -4.87 1.57 1.33  -0.04
H -3.57 3.27 -1.99  0.11
H -2.99 3.84 -4.30  0.09
H -3.19 2.15 -6.11  0.08
H -3.99 -0.13 -5.54  0.09
H -4.60 -0.68 -3.22  0.11
H -5.89 3.16 -1.47  0.10
H -6.84 4.68 0.19  0.09
H -6.55 4.23 2.62  0.08
H -5.29 2.20 3.33  0.09
H -4.31 0.70 1.65  0.10


Computed, not measured: CH5BrN2 in the gas phase, with ωB97M-V/def2-TZVPD.

Properties
- relative energy (zero: lowest compared OMol25 entry of this formula, charge and spin) (eV) = 1.459
- calculated total energy (eV) = -74137.5010
- E_LUMO (spin up / spin down) (eV) = -0.19 / -0.19
- frontier orbital gap (spin up / spin down) (eV) = 9.0 / 9.0

Each line ends with the natural charge from an NBO analysis.
Positions of all 9 atoms, in Å:
C -0.10 -1.03 0.25  -0.39
N 0.73 0.52 0.68  -0.13
N 0.30 1.49 0.00  -0.55
Br 2.73 -0.17 -0.01  -0.27
H -1.04 -0.97 0.68  0.19
H -0.21 -1.20 -0.91  0.20
H 0.66 -1.66 0.75  0.23
H 0.41 2.38 0.44  0.37
H 0.36 1.50 -0.97  0.35


Computed, not measured: a 2-piece molecular cluster, CH6Si2 overall, with ωB97M-V/def2-TZVPD.

Properties
- relative energy (zero: lowest compared OMol25 entry of this formula, charge and spin) (eV) = 2.367
- calculated total energy (eV) = -16884.6110
- E_LUMO (eV) = -0.44
- frontier orbital gap (eV) = 8.2

Each line ends with the natural charge from an NBO analysis.
Positions of all 9 atoms, in Å:
C -0.16 0.96 0.36  -1.30
Si -0.98 -0.74 0.00  0.71
Si 1.26 -0.34 0.15  0.69
H -0.23 1.73 -0.40  0.27
H -0.30 1.41 1.34  0.27
H -2.22 -1.13 0.67  -0.14
H -1.56 -1.06 -2.39  -0.24
H 2.09 -0.24 -1.05  -0.12
H 2.12 -0.58 1.32  -0.14


Computed, not measured: C40H61N2O10P3RbS as an isolated structure, with ωB97M-V/def2-TZVPD.

Properties
- relative energy (zero: lowest compared OMol25 entry of this formula, charge and spin) (eV) = 0.530
- calculated total energy (eV) = -105288.5740
- E_LUMO (eV) = 1.68
- total charge = -1
- frontier orbital gap (eV) = 5.4

Each line ends with the Löwdin charge.
Positions of all 118 atoms, in Å:
Rb -0.05 0.15 -0.70  0.78
C -2.72 0.73 2.05  -0.17
C -2.21 -0.53 2.72  -0.19
O -1.53 -1.29 1.75  -0.15
C -0.68 -2.30 2.26  -0.17
C 0.63 -1.75 2.79  -0.20
O 1.33 -1.18 1.71  -0.17
C 2.37 -0.29 2.05  -0.16
C 1.87 1.04 2.59  -0.20
O 1.12 1.63 1.56  -0.22
C 0.32 2.74 1.90  -0.18
C -0.99 2.31 2.51  -0.19
O -1.67 1.53 1.56  -0.18
H -3.33 0.47 1.19  0.13
H -3.34 1.30 2.76  0.13
H -1.55 -0.28 3.56  0.11
H -3.06 -1.10 3.12  0.13
H -1.18 -2.87 3.05  0.13
H -0.48 -2.96 1.42  0.13
H 0.44 -1.01 3.57  0.11
H 1.21 -2.57 3.24  0.13
H 3.06 -0.75 2.78  0.13
H 2.91 -0.10 1.12  0.14
H 1.27 0.91 3.50  0.11
H 2.73 1.67 2.85  0.13
H 0.85 3.42 2.58  0.13
H 0.14 3.27 0.96  0.14
H -0.81 1.74 3.43  0.11
H -1.59 3.20 2.78  0.14
C -4.66 -1.83 -4.36  -0.04
C -3.91 -0.80 -3.56  -0.41
C -4.34 -0.71 -2.11  -0.05
O -2.47 -1.03 -3.68  -0.17
P -1.52 -2.05 -2.97  0.44
O -1.61 -2.16 -1.50  -0.32
C 0.05 -1.46 -3.60  -0.23
P 1.56 -2.14 -2.88  0.45
O 1.85 -1.69 -1.52  -0.34
O 2.75 -1.77 -3.85  -0.17
C 2.90 -1.78 -5.29  -0.42
C 2.28 -3.01 -5.93  -0.04
C 2.42 -0.47 -5.88  -0.02
O 1.33 -3.71 -3.01  -0.19
C 2.09 -4.66 -2.22  -0.42
C 3.58 -4.48 -2.43  -0.05
C 1.71 -4.61 -0.75  -0.04
O -1.69 -3.45 -3.72  -0.18
C -2.55 -4.48 -3.19  -0.46
C -3.01 -5.30 -4.38  -0.04
C -1.81 -5.30 -2.16  -0.04
H -5.70 -1.52 -4.45  0.09
H -4.65 -2.81 -3.88  0.06
H -4.25 -1.92 -5.36  0.09
H -4.02 0.18 -4.02  0.09
H -4.24 -1.67 -1.60  0.07
H -5.38 -0.39 -2.08  0.09
H -3.74 0.04 -1.59  0.04
H 0.10 -0.37 -3.52  0.08
H 0.03 -1.67 -4.67  0.07
H 3.98 -1.84 -5.41  0.13
H 1.19 -3.02 -5.85  0.08
H 2.66 -3.93 -5.48  0.07
H 2.53 -3.01 -6.99  0.09
H 1.33 -0.38 -5.84  0.08
H 2.72 -0.40 -6.92  0.09
H 2.85 0.37 -5.33  0.06
H 1.78 -5.62 -2.64  0.13
H 3.91 -3.54 -2.00  0.09
H 3.83 -4.50 -3.49  0.07
H 4.12 -5.29 -1.94  0.08
H 2.00 -3.66 -0.31  0.07
H 2.21 -5.43 -0.23  0.09
H 0.63 -4.73 -0.63  0.06
H -3.42 -4.01 -2.71  0.12
H -2.15 -5.76 -4.87  0.09
H -3.53 -4.68 -5.10  0.07
H -3.68 -6.10 -4.05  0.08
H -0.90 -5.71 -2.59  0.08
H -2.44 -6.11 -1.80  0.09
H -1.54 -4.66 -1.32  0.06
S -2.37 2.55 -1.90  0.44
C -3.13 2.47 -3.37  -1.01
N -3.66 2.42 -4.41  -0.01
N 1.82 1.83 -1.65  -0.42
P 2.62 2.84 -2.45  0.61
C 3.76 3.91 -1.44  -0.25
C 4.84 4.67 -1.89  -0.10
C 5.63 5.38 -1.00  -0.11
C 5.36 5.34 0.36  -0.12
C 4.30 4.56 0.83  -0.10
C 3.52 3.85 -0.07  -0.09
C 3.83 2.15 -3.68  -0.27
C 4.29 0.87 -3.39  -0.10
C 5.18 0.23 -4.24  -0.12
C 5.60 0.85 -5.41  -0.11
C 5.13 2.12 -5.72  -0.10
C 4.25 2.77 -4.85  -0.09
C 1.69 4.05 -3.48  -0.27
C 0.43 3.62 -3.90  -0.10
C -0.42 4.46 -4.61  -0.08
C -0.01 5.74 -4.93  -0.10
C 1.24 6.19 -4.52  -0.11
C 2.08 5.36 -3.79  -0.11
H 5.08 4.70 -2.95  0.09
H 6.46 5.97 -1.36  0.09
H 5.97 5.89 1.06  0.09
H 4.10 4.51 1.89  0.09
H 2.70 3.20 0.24  0.07
H 3.90 0.38 -2.50  0.09
H 5.53 -0.77 -4.01  0.10
H 6.29 0.35 -6.08  0.09
H 5.44 2.61 -6.63  0.09
H 3.87 3.75 -5.11  0.09
H 0.09 2.64 -3.58  0.06
H -1.41 4.11 -4.87  0.08
H -0.67 6.40 -5.48  0.09
H 1.56 7.20 -4.74  0.09
H 3.03 5.74 -3.45  0.08


Computed, not measured: C3H5NO2 in the gas phase, with ωB97M-V/def2-TZVPD.

Properties
- relative energy (zero: lowest compared OMol25 entry of this formula, charge and spin) (eV) = 0.741
- calculated total energy (eV) = -8776.9539
- E_LUMO (eV) = 0.00
- frontier orbital gap (eV) = 9.9

Each line ends with the natural charge from an NBO analysis.
Positions of all 11 atoms, in Å:
C -1.05 1.36 -0.04  -0.42
N 0.10 0.49 -0.15  -0.59
C 0.05 -0.79 0.27  0.54
O -0.90 -1.33 0.80  -0.59
C 1.33 -1.57 0.00  0.36
O 2.18 -1.20 -0.77  -0.50
H -1.94 0.88 -0.45  0.22
H -1.24 1.61 1.01  0.21
H -0.86 2.29 -0.59  0.21
H 0.94 0.79 -0.63  0.42
H 1.39 -2.53 0.55  0.14


Computed, not measured: C27H60F2N4NaO4S2 as an isolated structure, with ωB97M-V/def2-TZVPD.

Properties
- spin multiplicity = 2
- relative energy (zero: lowest compared OMol25 entry of this formula, charge and spin) (eV) = 1.499
- calculated total energy (eV) = -74625.5278
- E_LUMO (spin up / spin down) (eV) = -3.98 / -3.99
- total charge = +2
- frontier orbital gap (spin up / spin down) (eV) = 3.4 / 9.8

Each line ends with the Löwdin charge.
Positions of all 100 atoms, in Å:
Na -14.70 -20.30 -15.11  0.23
C -19.56 -16.08 -18.85  -0.07
C -18.41 -15.53 -19.78  -0.20
C -17.54 -14.53 -18.98  -0.10
N -16.46 -13.79 -19.85  -0.26
C -15.26 -14.77 -20.17  -0.07
C -14.70 -15.37 -18.87  -0.15
C -14.18 -14.25 -17.88  -0.14
C -15.17 -13.06 -17.86  -0.16
C -15.79 -12.65 -19.16  -0.14
C -16.93 -13.32 -21.16  0.00
H -20.14 -15.20 -18.56  0.08
H -19.23 -16.45 -17.87  0.07
H -20.18 -16.84 -19.31  0.08
H -18.95 -14.94 -20.51  0.10
H -17.72 -16.28 -20.17  0.11
H -17.23 -14.97 -18.03  0.13
H -18.16 -13.70 -18.65  0.13
H -15.74 -15.51 -20.81  0.12
H -14.47 -14.26 -20.71  0.14
H -15.34 -16.09 -18.36  0.11
H -13.82 -16.01 -18.97  0.08
H -14.11 -14.62 -16.85  0.11
H -13.19 -13.85 -18.09  0.12
H -15.95 -13.44 -17.19  0.11
H -14.64 -12.19 -17.45  0.13
H -16.60 -11.97 -18.87  0.14
H -15.07 -12.19 -19.82  0.14
H -16.04 -12.92 -21.64  0.12
H -17.73 -12.62 -20.89  0.12
H -17.39 -14.11 -21.77  0.11
C -10.81 -21.31 -11.82  -0.10
C -10.29 -20.02 -11.31  -0.25
C -11.21 -19.24 -10.31  -0.06
N -10.49 -17.99 -9.70  -0.24
C -11.44 -17.22 -8.71  -0.06
C -12.65 -16.57 -9.48  -0.16
C -12.23 -15.90 -10.77  -0.18
C -11.10 -16.50 -11.67  -0.16
C -9.96 -17.06 -10.87  -0.07
C -9.23 -18.41 -8.96  0.01
H -10.14 -21.96 -12.39  0.10
H -11.65 -21.09 -12.48  0.06
H -11.12 -21.76 -10.88  0.08
H -10.22 -19.40 -12.20  0.09
H -9.24 -20.16 -11.04  0.11
H -11.52 -19.82 -9.45  0.13
H -12.06 -18.86 -10.87  0.12
H -11.74 -18.04 -8.06  0.12
H -10.98 -16.40 -8.17  0.13
H -13.36 -17.36 -9.74  0.11
H -13.09 -15.76 -8.89  0.12
H -13.18 -15.89 -11.31  0.12
H -11.79 -14.92 -10.60  0.12
H -11.63 -17.17 -12.34  0.09
H -10.80 -15.69 -12.34  0.12
H -9.18 -17.65 -11.34  0.13
H -9.40 -16.36 -10.26  0.13
H -8.69 -17.57 -8.53  0.11
H -8.60 -18.92 -9.69  0.09
H -9.49 -19.07 -8.14  0.11
C -9.43 -16.41 -20.18  -0.09
C -10.23 -17.73 -20.16  -0.22
C -11.39 -17.79 -21.15  -0.07
N -12.19 -19.15 -21.25  -0.21
C -12.91 -19.48 -22.60  -0.09
C -11.89 -19.71 -23.73  -0.20
C -10.86 -20.75 -23.47  -0.20
C -10.18 -20.69 -22.08  -0.10
C -11.20 -20.32 -20.89  -0.06
C -13.33 -19.15 -20.18  0.03
H -8.75 -16.54 -21.03  0.08
H -8.84 -16.22 -19.28  0.08
H -9.86 -15.41 -20.30  0.07
H -10.47 -17.92 -19.12  0.10
H -9.39 -18.39 -20.39  0.11
H -11.00 -17.70 -22.16  0.12
H -12.20 -17.07 -21.00  0.12
H -13.56 -18.66 -22.89  0.13
H -13.39 -20.45 -22.46  0.14
H -11.46 -18.77 -24.07  0.11
H -12.55 -20.02 -24.54  0.13
H -10.19 -20.74 -24.34  0.12
H -11.31 -21.72 -23.64  0.12
H -9.51 -19.84 -22.26  0.10
H -9.67 -21.59 -21.73  0.12
H -10.67 -20.13 -19.96  0.11
H -11.89 -21.17 -20.91  0.12
H -13.07 -18.51 -19.33  0.08
H -13.58 -20.17 -19.90  0.10
H -14.15 -18.63 -20.67  0.09
N -12.74 -18.93 -15.26  -0.34
S -11.15 -19.24 -15.71  0.52
O -10.05 -18.45 -15.11  -0.29
O -10.86 -19.65 -17.07  -0.29
F -11.04 -20.57 -14.85  -0.19
S -12.65 -17.50 -15.62  0.35
O -12.59 -17.13 -17.03  -0.31
O -12.05 -16.52 -14.73  -0.29
F -14.24 -17.27 -15.33  -0.26